Here is a molecular structure, C10H10BrFFe at a distorted geometry from the OMol25 dataset. Energies are from ωB97M-V/def2-TZVPD.

Results
* total charge: -1
* electronic energy: -4324.69459 a.u.
* highest occupied orbital energy (alpha / beta): -3.862 / -4.216 eV
* spin multiplicity: 6
* ⟨S²⟩: 8.767
* Kohn-Sham gap (alpha / beta): 7.556 / 7.867 eV

Each line ends with the Löwdin spin population.
Element x y z (Å)
C (-1.1550, -0.8041, -1.3092)  0.0678
C (-1.2044, -1.7918, -0.3160)  0.0703
C (-1.9174, -1.2576, 0.7852)  0.0721
H (-0.7440, -2.7618, -0.3550)  0.0027
C (-2.3216, 0.0484, 0.4546)  0.0732
C (-1.8246, 0.3497, -0.8213)  0.0862
H (-1.9437, 1.2861, -1.3373)  0.0040
H (-0.6805, -0.8979, -2.2694)  0.0028
H (-2.0772, -1.7447, 1.7283)  0.0030
H (-2.8567, 0.7208, 1.0964)  0.0047
Fe (0.0198, -0.0451, 0.5107)  3.9213
Br (0.8271, -1.8890, 2.0904)  0.1538
C (1.9877, 1.0986, 0.8641)  0.0693
C (1.1672, 1.8660, 0.0014)  0.0741
C (1.0048, 1.1404, -1.1869)  0.0793
H (0.7141, 2.8101, 0.2416)  0.0039
C (1.7111, -0.0851, -1.0584)  0.0677
C (2.3423, -0.0855, 0.1940)  0.0797
H (2.9360, -0.8818, 0.5987)  0.0031
H (2.2495, 1.3509, 1.8741)  0.0039
H (0.4349, 1.4529, -2.0431)  0.0035
H (1.7661, -0.8717, -1.7901)  0.0030
F (-0.4352, 0.9923, 2.0474)  0.1507



Here is C10H10BrN in the gas phase at a distorted geometry from the OMol25 dataset. Energies are from ωB97M-V/def2-TZVPD.

Results
* electronic energy: -3015.72219 a.u.
* highest occupied orbital energy: -7.716 eV
* ΔE to the lowest compared entry with this formula, charge and spin: 133.0 kJ/mol
* SMILES: CC1=c2cccnc2=CC[C@H]1Br
* Kohn-Sham gap: 6.756 eV

Each line ends with the Mulliken charge.
Element x y z (Å)
C (-0.6801, -2.3384, -0.7675)  -1.5187
C (-0.5776, -1.0539, 0.0362)  0.8791
C (0.3789, -0.1344, -0.2947)  0.7622
C (1.5866, -0.3765, -1.0163)  -0.7067
C (2.4646, 0.6252, -1.3559)  -0.6788
C (2.2632, 1.9430, -0.8143)  -0.0659
N (1.2507, 2.2044, -0.0739)  -0.5217
C (0.3830, 1.2115, 0.3148)  0.1871
C (-0.4684, 1.5121, 1.3172)  -0.5948
C (-1.5183, 0.5695, 1.8000)  -0.7184
C (-1.7773, -0.5872, 0.7875)  -0.6787
Br (-3.1664, 0.2694, -0.5779)  -0.1927
H (-0.2081, -3.0878, -0.1329)  0.3735
H (-0.1265, -2.2801, -1.8090)  0.2972
H (-1.7264, -2.7403, -0.7945)  0.3575
H (1.7237, -1.4551, -1.3476)  0.2778
H (3.3183, 0.5319, -1.8276)  0.5420
H (3.0492, 2.8026, -1.0905)  0.2519
H (-0.3109, 2.4294, 1.6594)  0.6356
H (-1.2290, 0.0774, 2.7243)  0.3234
H (-2.4642, 1.3240, 1.8903)  0.2784
H (-2.1648, -1.4467, 1.3728)  0.5106



Here is 2 unconnected molecules or ions with the total composition C10H10BrNO2S at a distorted geometry from the OMol25 dataset. Energies are from ωB97M-V/def2-TZVPD.

Results
* electronic energy: -3564.29967 a.u.
* highest occupied orbital energy (alpha / beta): -9.049 / -9.050 eV
* ΔE to the lowest compared entry with this formula, charge and spin: 270.0 kJ/mol
* Kohn-Sham gap (alpha / beta): 7.836 / 7.837 eV

Each line ends with the Mulliken charge.
Element x y z (Å)
C (3.6907, 0.9336, -0.9867)  -0.2616
C (3.3462, 1.6555, 0.1744)  -0.7056
C (2.7987, -0.0134, -1.4708)  -0.4843
C (2.0604, 1.3679, 0.7700)  -0.3231
C (1.7128, -0.3813, -0.7209)  -0.1446
C (1.3370, 0.3027, 0.3565)  0.0312
C (-3.8967, -1.4673, 0.4976)  0.5568
C (-1.2258, 0.5619, -1.2080)  -0.2797
C (-3.2048, -2.6871, 0.4816)  -0.7620
C (-1.6379, 0.9880, 0.1417)  -0.4232
N (-4.3758, -0.4235, 0.4752)  -0.5844
O (-0.5404, -1.3491, 1.1694)  -0.6110
O (-0.2128, 0.8296, 2.4468)  -0.6855
S (-0.2746, 0.0951, 1.1635)  1.3073
Br (-0.6338, 1.9419, -2.3436)  -0.0742
H (4.5473, 1.2670, -1.6079)  0.3237
H (3.9845, 2.4623, 0.4627)  0.3924
H (3.1737, -0.4083, -2.4322)  0.3226
H (1.6703, 1.9793, 1.5672)  0.4281
H (1.1292, -1.2047, -1.1296)  0.3461
H (-4.0409, -3.4635, 0.3440)  0.3245
H (-2.6291, -2.7421, 1.4189)  0.2507
H (-2.5686, -2.7968, -0.3868)  0.2754
H (-2.7299, 0.5573, 0.3972)  0.2684
H (-1.4795, 1.9949, 0.4198)  0.5120



Here is 2 unconnected molecules or ions with the total composition C10H10F2O at a distorted geometry from the OMol25 dataset. Energies are from ωB97M-V/def2-TZVPD.

Results
* electronic energy: -661.86640 a.u.
* highest occupied orbital energy (alpha / beta): -8.646 / -7.024 eV
* ΔE to the lowest compared entry with this formula, charge and spin: 307.3 kJ/mol
* Kohn-Sham gap (alpha / beta): 8.148 / 6.190 eV

Each line ends with the Mulliken charge.
Element x y z (Å)
C (-1.9324, -2.2400, 0.0042)  -0.4324
C (-1.1365, -2.0344, -1.1138)  -0.8406
C (-1.8293, -1.3814, 1.0882)  -0.6960
C (-0.2729, -0.9648, -1.1654)  -0.6467
C (-0.9664, -0.3078, 1.0503)  -0.3497
C (-0.1791, -0.0587, -0.0903)  1.4984
C (3.7295, -0.4969, -0.3969)  -0.1125
C (2.7883, -0.4839, 0.5052)  0.1074
C (0.7852, 2.0882, 0.9500)  -1.5285
C (0.6576, 1.0986, -0.1569)  0.6213
O (1.1745, 1.5335, -1.3086)  -0.4667
F (4.9103, -1.2034, -0.3487)  -0.2668
F (2.7424, -1.1417, 1.6739)  -0.2636
H (-2.6202, -3.0718, 0.0300)  0.3848
H (-1.1882, -2.7207, -1.9466)  0.3778
H (-2.4329, -1.5570, 1.9664)  0.3829
H (0.3579, -0.8547, -2.0383)  0.2052
H (-0.9021, 0.3548, 1.8970)  0.3249
H (3.6689, 0.0830, -1.3060)  0.2641
H (-0.1478, 2.6429, 1.0685)  0.4066
H (1.0227, 1.6060, 1.8925)  0.3759
H (1.5745, 2.7911, 0.6926)  0.3594
H (1.0522, 0.8889, -2.0213)  0.2947



Here is a molecular structure, C10H10N2 at a distorted geometry from the OMol25 dataset. Energies are from ωB97M-V/def2-TZVPD.

Results
* electronic energy: -496.15474 a.u.
* highest occupied orbital energy: -6.821 eV
* ΔE to the lowest compared entry with this formula, charge and spin: 1161.4 kJ/mol
* Kohn-Sham gap: 5.830 eV

Each line ends with the Mulliken charge.
Element x y z (Å)
C (0.4894, -2.7390, -1.4395)  -0.3096
C (0.1636, -2.3106, -0.1718)  -0.5939
C (-0.1596, -0.9048, -0.0619)  0.2295
C (-0.0015, -0.0110, -1.0963)  -0.1463
C (0.5496, -0.6380, -2.3196)  -0.3841
C (-0.8310, 2.5900, 1.4628)  -0.1828
C (-1.0693, 1.4749, 2.3296)  -0.5594
C (-0.4197, 0.1444, 2.0737)  -0.7144
C (0.4687, 0.3818, 1.0075)  0.5584
C (0.5212, 1.4372, 0.1618)  -0.4654
H (0.2897, -3.8782, -1.6238)  0.2609
H (0.2441, -2.9311, 0.7263)  0.3462
H (-0.8898, -0.5998, 0.8949)  0.2491
H (-0.5017, 1.0003, -0.8210)  0.1630
H (0.7869, 0.0250, -3.2130)  0.3306
H (-1.2413, 3.6573, 1.7831)  0.2849
H (-1.8449, 1.5169, 3.1224)  0.3448
H (-0.6519, -0.8509, 2.4241)  0.6177
H (1.2742, -0.2787, 0.9038)  0.5224
H (1.0543, 1.4572, -0.7845)  0.6740
N (0.5401, -1.9655, -2.5246)  -0.5473
N (-0.0813, 2.5845, 0.3691)  -0.6784



Here is 2 unconnected molecules or ions with the total composition C10H10N2O2 at a distorted geometry from the OMol25 dataset. Energies are from ωB97M-V/def2-TZVPD.

Results
* electronic energy: -646.68220 a.u.
* highest occupied orbital energy (alpha / beta): -4.917 / -7.994 eV
* ΔE to the lowest compared entry with this formula, charge and spin: 391.9 kJ/mol
* spin multiplicity: 3
* ⟨S²⟩: 2.018
* Kohn-Sham gap (alpha / beta): 4.184 / 3.937 eV

Each line ends with the Löwdin spin population.
Element x y z (Å)
C (1.1075, -0.8315, -1.2314)  0.0481
C (-3.5492, -0.8647, 0.5746)  0.0763
C (-2.7780, -1.8272, -0.1349)  -0.0029
C (-3.1082, 0.4547, 0.7093)  -0.0005
C (-1.5884, -1.4096, -0.7480)  0.0513
C (-1.8337, 0.7540, 0.3137)  0.0593
C (-1.0586, -0.1383, -0.4424)  0.0336
C (0.6511, 1.5017, -1.1036)  0.3554
C (2.8282, 1.0146, 1.4718)  0.3365
C (0.2173, 0.2452, -1.0063)  0.2325
N (1.8222, -1.6577, -1.5315)  0.1239
N (3.3218, 0.3172, 0.5348)  0.2179
O (3.5894, 0.7872, -0.5888)  0.3292
O (3.6613, -1.0533, 0.7817)  0.0295
H (-4.5099, -0.9638, 1.1109)  0.0040
H (-3.2293, -2.8743, -0.2979)  -0.0010
H (-3.8264, 1.2796, 1.1843)  -0.0009
H (-1.1266, -2.0339, -1.3472)  0.0032
H (-1.5431, 1.7000, 0.6044)  0.0081
H (4.1128, -1.1715, -0.0543)  0.0012
H (1.6814, 1.5649, -1.5845)  0.0203
H (0.0091, 2.4422, -0.9400)  0.0236
H (2.7347, 0.7556, 2.5598)  0.0202
H (2.4147, 2.0088, 1.1655)  0.0312



Look up the electronic energy of the fifth one. -496.15474 a.u.